# 1
{
  "formula": "C31H66Br2Cl2NO8P3",
  "method": "the ωB97M-V functional and the def2-TZVPD basis",
  "energy_ev": -244084.4468,
  "homo_ev": -8.41,
  "orbital_gap_ev": 8.55,
  "multiplicity": 1,
  "lumo_ev": 0.14,
  "elements": ["C", "C", "C", "C", "C", "C", "P", "N", "C", "C", "C", "C", "Br", "C", "C", "Br", "C", "C", "C", "C", "C", "Cl", "C", "C", "Cl", "H", "H", "H", "H", "H", "H", "H", "H", "H", "H", "H", "H", "H", "H", "H", "H", "H", "H", "H", "H", "H", "H", "H", "H", "H", "H", "H", "H", "H", "H", "H", "H", "H", "H", "H", "H", "O", "P", "O", "C", "C", "O", "C", "C", "O", "C", "C", "H", "H", "H", "H", "H", "H", "H", "H", "H", "H", "H", "H", "H", "H", "H", "O", "P", "O", "C", "C", "O", "C", "C", "O", "C", "C", "H", "H", "H", "H", "H", "H", "H", "H", "H", "H", "H", "H", "H", "H", "H"],
  "positions_angstrom": [[8.61795, -2.46378, -3.77831], [7.45440, -3.24268, -3.13669], [6.28353, -3.53513, -4.09745], [4.93237, -3.30228, -3.40745], [4.59280, -1.78075, -3.38374], [4.16794, -1.30773, -1.98584], [2.69192, -0.23397, -1.77922], [1.65155, -1.53771, -1.12594], [0.39987, -1.48558, -0.94582], [-0.38010, -2.77448, -1.07906], [-0.46211, -0.28707, -0.60447], [3.65463, 1.45504, -2.28455], [5.45623, 1.45391, -2.94602], [3.07005, 2.63976, -2.20728], [1.64616, 2.88478, -1.80296], [3.93192, 4.28638, -2.64693], [1.67178, -0.02545, -3.35065], [2.40578, 0.65753, -4.54341], [0.90265, -1.24903, -3.93461], [1.48244, -2.66407, -3.85916], [2.77720, 0.49928, 0.04316], [4.38398, 1.28147, 0.36753], [2.67713, -0.56515, 1.19746], [3.72035, -1.66774, 1.22816], [2.92797, 0.39834, 2.76443], [9.05476, -1.74857, -3.08261], [9.42771, -3.13108, -4.06908], [8.27670, -1.91957, -4.65771], [7.85744, -4.20677, -2.82276], [7.11068, -2.73060, -2.23808], [6.30650, -4.56456, -4.45603], [6.38658, -2.88315, -4.96639], [4.19496, -3.79330, -4.04498], [4.92690, -3.74104, -2.41146], [3.90962, -1.60931, -4.20762], [5.52959, -1.29299, -3.64547], [5.01005, -0.92243, -1.41624], [3.86693, -2.19595, -1.43616], [-1.05565, -2.71566, -1.93551], [0.29517, -3.61860, -1.16129], [-1.01964, -2.86948, -0.20243], [-0.64597, 0.28722, -1.51739], [-1.44729, -0.62039, -0.28032], [-0.06616, 0.33975, 0.19252], [1.10603, 2.00336, -1.47656], [1.62203, 3.66888, -1.04565], [1.11870, 3.30485, -2.66554], [0.87755, 0.68528, -3.11714], [1.93023, 0.37001, -5.48177], [2.29073, 1.73684, -4.52803], [3.44686, 0.37540, -4.65167], [-0.07740, -1.27764, -3.44635], [0.60895, -1.08864, -4.96997], [2.16663, -2.86241, -3.04350], [2.01773, -2.89137, -4.78546], [0.68611, -3.40624, -3.80665], [2.01141, 1.23118, 0.27728], [1.67079, -0.92579, 1.35312], [3.28380, -2.57897, 0.81812], [4.64855, -1.43476, 0.72176], [3.95881, -1.89482, 2.26344], [-2.12399, -2.54365, 2.00446], [-2.94972, -1.84248, 3.01385], [-1.97467, -1.77756, 4.31382], [-0.76071, -1.01984, 4.23241], [-0.99215, 0.45275, 3.96023], [-4.00751, -2.99464, 3.45347], [-4.35725, -4.05461, 2.55505], [-3.61293, -5.32756, 2.90566], [-3.90784, -0.63064, 3.43245], [-4.77070, -0.63853, 4.58832], [-4.08044, -0.44774, 5.91990], [-0.11586, -1.45241, 3.46236], [-0.25930, -1.14510, 5.19087], [-1.40854, 0.60993, 2.95819], [-0.05324, 1.00250, 4.02754], [-1.69802, 0.88018, 4.67062], [-4.16456, -3.76511, 1.52277], [-5.43310, -4.21021, 2.64803], [-2.56327, -5.12585, 3.11500], [-3.67588, -6.05087, 2.09196], [-4.03702, -5.78169, 3.80228], [-5.39508, -1.52794, 4.59916], [-5.44676, 0.20179, 4.42184], [-3.57270, -1.35174, 6.24884], [-4.82863, -0.20132, 6.67505], [-3.35011, 0.35871, 5.88145], [-3.92904, 6.40826, 1.51865], [-3.97862, 4.93853, 1.57190], [-4.09530, 4.39058, 0.05487], [-3.03368, 4.66041, -0.86776], [-1.70020, 4.06912, -0.44766], [-5.48827, 4.64113, 2.10807], [-6.22071, 5.63804, 2.82577], [-7.22880, 6.32294, 1.92436], [-3.31858, 3.69361, 2.30622], [-3.95566, 2.41207, 2.45420], [-3.99793, 1.56795, 1.20202], [-2.94276, 5.74056, -1.00452], [-3.34570, 4.23050, -1.81898], [-1.31818, 4.55301, 0.45521], [-0.96315, 4.19970, -1.24028], [-1.79065, 3.00590, -0.22692], [-5.54532, 6.36509, 3.27346], [-6.73333, 5.12990, 3.64479], [-6.78922, 6.57114, 0.95933], [-7.60355, 7.23772, 2.38496], [-8.07665, 5.66376, 1.73068], [-4.94867, 2.51320, 2.88546], [-3.35777, 1.89607, 3.20328], [-4.76085, 1.91167, 0.50535], [-4.24347, 0.53989, 1.46170], [-3.03879, 1.57039, 0.68275]]
}

---

# 2
{
  "formula": "C31H66Cl2F4N2O17S5",
  "method": "the ωB97M-V functional and the def2-TZVPD basis",
  "smiles": "C/C(Cl)=C(\\Cl)[C@H](C)O[C@](CCN)(CCC(F)=C(F)F)[C@@H](O)NCCCF.CCOS(C)(=O)=O.CCOS(C)(=O)=O.CCOS(C)(=O)=O.CCOS(C)(=O)=O.CCOS(C)(=O)=O",
  "energy_ev": -161090.2902,
  "homo_ev": -8.10,
  "orbital_gap_ev": 8.43,
  "multiplicity": 1,
  "lumo_ev": 0.33,
  "elements": ["C", "C", "Cl", "C", "Cl", "C", "C", "O", "C", "C", "C", "N", "C", "C", "C", "F", "C", "F", "F", "C", "O", "N", "C", "C", "C", "F", "H", "H", "H", "H", "H", "H", "H", "H", "H", "H", "H", "H", "H", "H", "H", "H", "H", "H", "H", "H", "H", "H", "H", "H", "H", "H", "O", "S", "O", "O", "C", "C", "C", "H", "H", "H", "H", "H", "H", "H", "H", "O", "S", "O", "O", "C", "C", "C", "H", "H", "H", "H", "H", "H", "H", "H", "O", "S", "O", "O", "C", "C", "C", "H", "H", "H", "H", "H", "H", "H", "H", "O", "S", "O", "O", "C", "C", "C", "H", "H", "H", "H", "H", "H", "H", "H", "O", "S", "O", "O", "C", "C", "C", "H", "H", "H", "H", "H", "H", "H", "H"],
  "positions_angstrom": [[0.43971, 1.70323, 0.45563], [0.71374, 1.04476, 1.78106], [0.90874, 2.20140, 3.09078], [0.78938, -0.23428, 1.97092], [0.57348, -1.31193, 0.60513], [1.08176, -0.90689, 3.32820], [-0.19352, -0.70528, 4.20783], [2.24308, -0.28738, 3.82305], [3.11171, -1.09370, 4.59624], [3.77739, -2.22648, 3.78422], [4.43255, -1.74582, 2.46843], [4.25815, -2.75010, 1.41180], [2.42848, -1.78012, 5.81798], [3.40746, -2.42300, 6.83548], [3.23783, -1.75083, 8.16935], [1.95854, -1.59011, 8.57024], [4.19379, -1.24424, 8.94434], [5.18896, -1.88541, 9.46703], [4.16710, 0.01179, 9.30006], [4.21124, -0.08395, 5.10903], [3.81606, 0.55381, 6.31982], [5.55270, -0.59802, 5.17438], [6.50706, 0.22866, 4.44333], [6.67602, 1.68216, 5.02251], [8.15649, 2.01975, 5.12004], [8.67387, 1.35096, 6.22690], [1.33212, 2.19038, 0.05783], [-0.03998, 1.02878, -0.24768], [-0.27496, 2.50777, 0.66416], [1.18600, -1.97043, 3.10255], [-0.37650, -1.64533, 4.73732], [-0.10064, 0.12681, 4.90052], [-1.04420, -0.58616, 3.53470], [4.47709, -2.79912, 4.38402], [3.01812, -2.96087, 3.47203], [5.50635, -1.70843, 2.68144], [4.12993, -0.72653, 2.19407], [3.33810, -3.17888, 1.43981], [4.33423, -2.29469, 0.50766], [1.81796, -2.58867, 5.40182], [1.73550, -1.06741, 6.26914], [4.44271, -2.46843, 6.50971], [3.07487, -3.46225, 6.97236], [4.22493, 0.70951, 4.34434], [2.94646, 0.93958, 6.12913], [5.85191, -0.76684, 6.12843], [7.48280, -0.24977, 4.32531], [6.11567, 0.35139, 3.42960], [6.14815, 1.75487, 5.97538], [6.17405, 2.36047, 4.31252], [8.64758, 1.63417, 4.22267], [8.29870, 3.09476, 5.23843], [6.23874, 4.64049, 3.49921], [6.13975, 4.99681, 2.11578], [7.16424, 4.63574, 1.18700], [5.86184, 6.56259, 2.00494], [6.77941, 7.46089, 2.65654], [8.08962, 7.59063, 1.90391], [4.58761, 4.45104, 1.48472], [6.94392, 7.14577, 3.68865], [6.28094, 8.42837, 2.68933], [8.64671, 6.65433, 1.91557], [8.71390, 8.36030, 2.35884], [7.90892, 7.84796, 0.85994], [3.79995, 4.75114, 2.17093], [4.63099, 3.36565, 1.41036], [4.43742, 4.88612, 0.49983], [-1.57977, -0.28298, -4.70188], [-2.81997, -0.28560, -3.98280], [-3.03199, 0.58704, -2.86768], [-3.16613, -1.78143, -3.54126], [-2.18938, -2.49946, -2.76921], [-2.14903, -2.02119, -1.33041], [-4.14381, -0.07780, -5.12232], [-1.20597, -2.42901, -3.24018], [-2.48535, -3.54739, -2.79826], [-1.78643, -0.99600, -1.26792], [-1.48707, -2.64832, -0.73451], [-3.14748, -2.04021, -0.89127], [-4.00645, -0.76311, -5.95504], [-4.11799, 0.95089, -5.47423], [-5.08246, -0.26984, -4.60831], [-7.82010, 1.75629, -7.24147], [-6.65096, 1.85394, -8.05850], [-5.34383, 1.69621, -7.49632], [-6.70235, 3.22234, -8.87495], [-6.86256, 4.44720, -8.13525], [-5.58796, 4.86270, -7.42606], [-6.80579, 0.76786, -9.43591], [-7.69493, 4.35640, -7.43493], [-7.13616, 5.20629, -8.86632], [-5.32666, 4.15798, -6.63728], [-5.70963, 5.84669, -6.97225], [-4.75171, 4.89255, -8.12506], [-7.78397, 0.90769, -9.88774], [-6.70348, -0.24886, -9.06051], [-6.01075, 0.98463, -10.14493], [-4.99735, -2.37855, 1.93268], [-6.37611, -1.99920, 1.99596], [-7.30472, -2.41410, 0.99216], [-6.47075, -0.41510, 2.16434], [-5.80826, 0.41258, 1.18930], [-6.56314, 0.46160, -0.12546], [-7.02629, -2.42785, 3.57621], [-4.77968, 0.07565, 1.04564], [-5.76304, 1.41181, 1.61982], [-6.56261, -0.51167, -0.61540], [-6.10322, 1.17989, -0.80500], [-7.60425, 0.74159, 0.03838], [-6.34155, -2.08318, 4.34637], [-7.11577, -3.51196, 3.60643], [-8.00577, -1.96994, 3.68816], [-4.11073, -3.75143, -7.30890], [-2.86084, -4.34595, -7.67664], [-2.63991, -4.83643, -9.00116], [-2.51472, -5.50246, -6.63231], [-3.48958, -6.54059, -6.42508], [-3.53383, -7.52678, -7.57648], [-1.54769, -3.25717, -7.24531], [-4.47190, -6.10158, -6.24045], [-3.18994, -7.05754, -5.51461], [-3.89992, -7.05446, -8.48744], [-4.19678, -8.35920, -7.33800], [-2.53688, -7.91357, -7.78928], [-1.69720, -2.91097, -6.22509], [-1.57809, -2.41670, -7.93606], [-0.60207, -3.78373, -7.34665]]
}

---

# 3
{
  "formula": "C31H66F3N4O10S5",
  "method": "the ωB97M-V functional and the def2-TZVPD basis",
  "energy_ev": -121973.8636,
  "homo_ev": -4.40,
  "orbital_gap_ev": 6.02,
  "multiplicity": 1,
  "total_charge": -1,
  "lumo_ev": 1.62,
  "elements": ["C", "O", "O", "C", "F", "F", "F", "C", "C", "H", "H", "H", "H", "H", "H", "C", "C", "N", "H", "H", "H", "C", "C", "N", "H", "H", "H", "C", "C", "N", "H", "H", "H", "C", "C", "N", "H", "H", "H", "C", "S", "O", "C", "H", "H", "H", "H", "H", "H", "C", "S", "O", "C", "H", "H", "H", "H", "H", "H", "C", "S", "O", "C", "H", "H", "H", "H", "H", "H", "C", "S", "O", "C", "H", "H", "H", "H", "H", "H", "C", "S", "O", "C", "H", "H", "H", "H", "H", "H", "C", "C", "O", "C", "H", "H", "H", "H", "H", "H", "C", "C", "O", "C", "H", "H", "H", "H", "H", "H", "C", "C", "O", "C", "H", "H", "H", "H", "H", "H"],
  "positions_angstrom": [[-0.47558, -0.35413, -1.14399], [-0.40966, -0.10729, 0.29396], [0.84096, -0.44590, -1.67395], [-1.46642, -1.54637, -1.43997], [-1.65953, -1.84915, -2.70555], [-1.08446, -2.69851, -0.91307], [-2.72133, -1.26806, -1.00300], [0.03676, 1.14083, 0.81014], [-0.28198, 1.25896, 2.30801], [-1.35012, 1.12474, 2.47874], [0.13133, 0.41214, 2.85588], [-0.00266, 2.24785, 2.67157], [-0.37545, 2.06478, 0.40457], [1.11629, 1.17048, 0.66241], [-0.99673, 0.47271, -1.62651], [-5.13685, 1.04569, 2.79461], [-4.76450, 2.21714, 1.97370], [-4.43269, 3.11006, 1.32378], [-6.15037, 0.71599, 2.56620], [-4.99137, 1.36740, 3.82585], [-4.46246, 0.21224, 2.59798], [-4.49707, 2.95239, -3.20319], [-4.68445, 2.68051, -4.63460], [-4.85145, 2.43630, -5.75294], [-4.80422, 2.02718, -2.71560], [-5.13770, 3.78403, -2.90984], [-3.44426, 3.18738, -3.04672], [-1.71595, 0.77968, 7.89291], [-2.29227, 1.96693, 7.25937], [-2.77408, 2.89881, 6.80468], [-2.25740, -0.12308, 7.61013], [-1.85044, 0.97723, 8.95639], [-0.69100, 0.64907, 7.54575], [-7.54792, -3.48642, -1.41212], [-7.68461, -3.16520, 0.03303], [-7.73430, -2.97635, 1.20751], [-7.18144, -4.45296, -1.75795], [-6.94290, -2.70471, -1.87145], [-8.55580, -3.39583, -1.81718], [-3.18163, 9.09290, -1.58653], [-3.02084, 7.26527, -1.61140], [-2.57634, 6.85839, -3.03076], [-1.59622, 7.26190, -0.48664], [-3.81916, 9.36552, -2.42758], [-2.23078, 9.58230, -1.79739], [-3.57642, 9.46430, -0.64086], [-1.30389, 6.21483, -0.40733], [-1.84624, 7.49566, 0.54822], [-0.76655, 7.86646, -0.85305], [5.91840, -0.48567, 1.14161], [6.10713, -0.24035, 2.96237], [6.56421, -1.59675, 3.49021], [7.58526, 0.84996, 2.87551], [6.88488, -0.64745, 0.66428], [5.33654, 0.38943, 0.85224], [5.14926, -1.23635, 0.95993], [7.77210, 1.48485, 2.00942], [8.49691, 0.31693, 3.14548], [7.61509, 1.48729, 3.75926], [5.27375, 5.22266, 5.99377], [4.99260, 5.76552, 4.24111], [5.90617, 4.79927, 3.52129], [3.32799, 4.96364, 4.07792], [4.83062, 4.24838, 6.19997], [4.70788, 5.94380, 6.58355], [6.32798, 5.32305, 6.25190], [2.67062, 5.30462, 4.87773], [3.35704, 3.88262, 4.21453], [2.92433, 5.19020, 3.09110], [1.66336, -5.67855, -3.37453], [2.12699, -6.46165, -1.73513], [3.28738, -7.38745, -2.08423], [2.94792, -4.99846, -0.94825], [0.66420, -6.02720, -3.63574], [2.40040, -5.96547, -4.12456], [1.58089, -4.59214, -3.34276], [3.08746, -5.06766, 0.13057], [2.45458, -4.03950, -1.10673], [3.96251, -4.87987, -1.32859], [4.91105, 4.35328, -1.58514], [3.25429, 5.16036, -1.48703], [3.47029, 6.66281, -1.80260], [2.46855, 4.33576, -2.92271], [4.76484, 3.27477, -1.52574], [5.57282, 4.67880, -0.78252], [5.29092, 4.54123, -2.58937], [2.97512, 4.52570, -3.86897], [1.40988, 4.56133, -3.05092], [2.47708, 3.25534, -2.77872], [-1.97794, -9.18836, -0.01178], [-2.19787, -8.77475, -1.40163], [-1.86542, -9.48798, -2.33831], [-3.09854, -7.54046, -1.67692], [-1.13589, -9.88013, 0.01108], [-2.83619, -9.79265, 0.28203], [-1.87191, -8.37279, 0.70355], [-3.69987, -7.79429, -2.54988], [-2.48358, -6.67896, -1.93720], [-3.71460, -7.42956, -0.78458], [1.64289, -2.48511, 4.45000], [0.22549, -3.05820, 4.42866], [-0.45327, -3.12551, 5.48579], [-0.31548, -3.60157, 3.12505], [2.33007, -3.21027, 4.88588], [1.80388, -1.53710, 4.96329], [1.93151, -2.35968, 3.40641], [-1.36128, -3.88558, 3.24224], [0.20627, -4.55103, 3.00497], [-0.07463, -2.99693, 2.25070], [-1.79388, -2.50761, -8.44885], [-0.38366, -1.80071, -8.48231], [0.12951, -1.43515, -9.55591], [0.40951, -1.65978, -7.15176], [-2.05521, -2.63034, -7.39778], [-1.82924, -3.48952, -8.92075], [-2.55015, -1.85695, -8.88795], [0.55374, -2.62672, -6.66975], [-0.21898, -1.03214, -6.51998], [1.36766, -1.22102, -7.43023]]
}